Arrangement 1

14
Properties=species:S:1:pos:R:3:nbo_charge:R:1 method="wB97M-V/def2-TZVPD" spin_multiplicity=1 homo_ev=-8.97 orbital_gap_ev=8.11
H 0.1271 -1.2422 -1.4731 0.39
N -0.5579 -1.1759 -0.5823 -0.65
C -0.8188 0.1328 -0.2372 0.31
C 0.1011 1.2203 -0.4774 -0.03
N 1.4263 1.0740 -0.4835 -0.22
N 1.6569 -0.3377 -0.2851 -0.32
C 2.6300 -0.5519 0.6494 -0.12
N -2.0756 0.6214 0.4524 -0.36
O -3.1689 -0.3663 0.0841 -0.58
H -0.3056 2.3286 -0.5283 0.22
H 2.5017 -1.6720 0.4371 0.24
H 3.0800 0.1048 1.4595 0.22
H -1.8232 0.9454 1.5334 0.40
H -2.7733 -1.0813 -0.5489 0.50

=====

Arrangement 2

14
Properties=species:S:1:pos:R:3:nbo_charge:R:1 method="wB97M-V/def2-TZVPD" spin_multiplicity=1 homo_ev=-9.07 orbital_gap_ev=8.95
H 0.5356 0.4900 1.9678 0.34
N -0.0002 -0.4016 1.9955 -0.81
C -1.0155 -0.3851 1.0952 0.56
N -2.0719 -1.2493 1.3196 -0.79
N -1.2657 0.3406 -0.0943 -0.51
C -0.3776 0.5443 -1.0044 0.33
N 0.9709 0.3272 -0.8010 -0.65
C 2.0645 0.7337 -1.4925 0.52
O 1.9198 1.1171 -2.6756 -0.58
H -2.7890 -1.1912 0.6185 0.40
H -2.0035 -1.8855 2.0264 0.40
H -0.5806 1.2697 -1.8337 0.22
H 1.4271 -0.1691 -0.0920 0.42
H 3.1863 0.4593 -1.0295 0.15

=====

Most favorable structure: arrangement 2. The second most favorable one is 619.2 kJ/mol above it.

=====

Arrangement 1

14
Properties=species:S:1:pos:R:3:nbo_charge:R:1 method="wB97M-V/def2-TZVPD" spin_multiplicity=1 homo_ev=-9.32 orbital_gap_ev=9.41
C -2.2561 -0.4180 0.3402 -0.45
C 2.5305 -0.2796 0.3855 -0.04
C 1.3087 0.7456 0.2193 0.37
H -2.3534 0.0748 1.5187 0.23
H -2.7758 0.2303 -0.7557 0.21
H -2.7102 -1.7596 0.4956 0.22
H -0.8845 0.4207 -1.1049 0.35
H 3.4578 0.0096 0.3639 0.20
H 0.1192 2.5341 -0.5755 0.40
N -0.9263 -0.2320 -0.4717 -0.47
N 0.2842 -0.2997 0.2317 -0.06
N 2.2671 -1.4515 -0.1968 -0.03
N 1.1281 2.0004 -0.1663 -0.71
O 0.8108 -1.5752 -0.2839 -0.21

=====

Arrangement 2

14
Properties=species:S:1:pos:R:3:nbo_charge:R:1 method="wB97M-V/def2-TZVPD" spin_multiplicity=1 homo_ev=-9.71 orbital_gap_ev=9.94
C -2.6153 -0.0725 0.1734 -0.67
C -1.1693 0.0741 0.1283 0.55
C 0.6500 0.7417 -0.3464 0.50
H -3.0356 -0.1193 -0.9168 0.26
H -2.7361 -1.0375 0.8264 0.24
H -3.3446 0.8403 0.8089 0.24
H 1.4929 2.2702 0.1363 0.36
H 2.0468 -0.2277 1.0126 0.41
H 2.5871 -1.7710 0.0704 0.38
N -0.6507 1.1484 -0.0487 -0.52
N 1.8308 1.2340 0.1506 -0.71
N 0.8743 -0.6958 -0.6141 0.00
N 1.6897 -1.1163 0.4692 -0.67
O -0.5515 -1.0509 -0.1712 -0.37

=====

Arrangement 3

14
Properties=species:S:1:pos:R:3:nbo_charge:R:1 method="wB97M-V/def2-TZVPD" spin_multiplicity=1 homo_ev="-8.40 / -8.24" orbital_gap_ev="8.88 / 8.81"
C -1.1027 -0.0727 1.4244 -0.27
C -2.0339 -0.1669 0.3446 0.50
C 2.7908 -0.5603 0.1007 -0.58
N -0.2248 -1.2756 -0.1392 0.03
N 2.0466 0.1695 0.9777 -0.13
N -0.0361 -0.7509 0.9534 -0.14
N -3.2436 0.4040 0.2048 -0.82
O -1.5258 -0.9090 -0.6200 -0.33
H -1.0515 0.7037 2.1636 0.23
H 2.1285 -1.3483 -0.0886 0.25
H 2.9175 0.1275 -0.7315 0.22
H 3.6623 -0.9741 0.5902 0.21
H -3.7565 1.1263 0.8208 0.43
H -3.8883 0.0277 -0.5323 0.41

=====

Arrangement 4

14
Properties=species:S:1:pos:R:3:nbo_charge:R:1 method="wB97M-V/def2-TZVPD" spin_multiplicity=1 homo_ev=-9.82 orbital_gap_ev=9.08
C 1.2788 -0.2671 -0.4397 -0.06
C 0.5966 0.2079 0.8001 -0.21
C -1.7989 0.9871 -0.1229 0.13
H 2.8761 -1.3002 -0.7231 0.45
H 0.8784 0.4310 -1.2303 0.15
H 1.0799 -1.2353 -0.5072 0.17
H 0.7859 1.2972 0.8751 0.21
H 0.7634 -0.2819 1.6290 0.21
H -1.5248 1.9207 -0.2775 0.19
N -0.7835 0.1193 0.4041 -0.18
N -2.9067 0.1980 -0.4268 -0.24
N -2.4873 -0.9421 -0.0880 -0.08
N -1.3233 -1.1074 0.3385 -0.09
O 2.5653 -0.0271 -0.2311 -0.63

=====

Most favorable structure: arrangement 2. The second most favorable one is 26.2 kJ/mol above it.

=====

Arrangement 1

14
Properties=species:S:1:pos:R:3:nbo_charge:R:1 method="wB97M-V/def2-TZVPD" spin_multiplicity=1 smiles="N[C@@]1(C2(O)NN2)C=N1" homo_ev=-8.23 orbital_gap_ev=9.18
N 1.9683 -0.6097 0.2394 -0.82
C 0.6598 -0.0073 0.3258 0.11
C -0.4078 -0.2937 -0.6991 0.53
O -0.1384 -1.2052 -1.7027 -0.67
N -1.4108 0.6840 -0.9955 -0.48
N -1.8561 -0.2932 -0.0369 -0.58
C 0.1613 0.4551 1.5992 0.06
N 0.6160 1.3916 0.8999 -0.35
H 2.6670 0.0095 0.6426 0.37
H 2.2299 -0.7232 -0.7398 0.38
H -0.9268 -1.2176 -2.2734 0.50
H -1.1293 1.5697 -0.5539 0.35
H -2.3283 0.1911 0.7244 0.37
H -0.1046 0.0487 2.5699 0.23

=====

Arrangement 2

14
Properties=species:S:1:pos:R:3:nbo_charge:R:1 method="wB97M-V/def2-TZVPD" spin_multiplicity=1 smiles="Nc1c[nH]c(=O)n1N" homo_ev=-8.06 orbital_gap_ev=8.61
N 1.8244 0.1299 0.4867 -0.83
C 0.4861 0.5475 0.0648 0.21
C -0.4280 1.2379 0.7125 -0.12
N -1.7242 0.7678 0.3332 -0.65
C -1.5670 -0.3874 -0.5337 0.77
O -2.4944 -1.0894 -0.8541 -0.59
N -0.1477 -0.3553 -0.8365 -0.30
N 0.4583 -1.5921 -1.2294 -0.63
H 2.6640 0.6917 -0.0512 0.37
H 1.8832 0.6957 1.5320 0.38
H -0.5818 1.8923 1.6775 0.23
H -2.6190 0.9977 0.9556 0.43
H 1.3288 -1.3707 -1.8932 0.36
H 0.9174 -2.1656 -0.3644 0.36

=====

Most favorable structure: arrangement 2. The second most favorable one is 187.5 kJ/mol above it.

=====

Arrangement 1

14
Properties=species:S:1:pos:R:3:nbo_charge:R:1 method="wB97M-V/def2-TZVPD" spin_multiplicity=2 homo_ev="-8.94 / -8.91" s2=0.754 orbital_gap_ev="9.75 / 7.04"
C -0.7603 1.6546 1.5401 -0.32
O -0.7509 0.3317 1.9143 -0.30
H 0.1964 2.0120 1.1593 0.18
H -1.5823 1.8540 0.8375 0.19
H -1.0855 2.1536 2.4702 0.24
N 0.5204 -1.6026 0.1463 -0.83
C 0.3132 -1.3859 -1.2779 -0.06
N 0.3870 0.0116 -1.7610 -0.84
H 1.4204 -1.2125 0.4236 0.34
H -0.1392 -1.0448 0.6982 0.36
H 1.0434 -1.9699 -1.8274 0.18
H -0.7071 -1.7004 -1.4884 0.18
H -0.1960 0.5490 -1.1262 0.34
H 1.3405 0.3495 -1.7085 0.35

=====

Arrangement 2

14
Properties=species:S:1:pos:R:3:nbo_charge:R:1 method="wB97M-V/def2-TZVPD" spin_multiplicity=2 homo_ev="-10.19 / -10.19" s2=0.788 orbital_gap_ev="11.10 / 8.21"
C -0.3457 -0.4842 -2.3353 -0.47
N 0.1261 -0.1472 -1.0365 -0.29
C 0.7695 0.9781 -0.9233 0.16
N 1.1873 1.3859 0.2740 -0.49
H 0.1530 -0.0327 -3.1851 0.18
H -1.4231 -0.3908 -2.3347 0.23
H -0.2811 -1.5631 -2.4967 0.22
H -2.2450 -1.1414 3.2610 0.02
H 0.9025 1.6232 -1.8056 0.14
H -2.2626 -1.8374 3.5276 -0.03
H 2.0765 1.8806 0.2329 0.34
H 0.4547 0.2225 1.5125 0.49
H 0.7930 -0.3278 2.9728 0.46
O 0.0950 -0.1657 2.3365 -0.98

=====

Most favorable structure: arrangement 1. The second most favorable one is 58.2 kJ/mol above it.

=====

Arrangement 1

16
Properties=species:S:1:pos:R:3:nbo_charge:R:1 method="wB97M-V/def2-TZVPD" spin_multiplicity=1 smiles=CC.CC homo_ev=-10.98 orbital_gap_ev=12.13
C -1.0605 -0.7536 1.7234 -0.62
C -1.4282 0.7360 1.6349 -0.60
H -0.1209 -0.7952 2.2972 0.21
H -1.9380 -0.9726 2.4312 0.20
H -1.0875 -1.4401 0.8844 0.21
H -0.9462 1.1709 0.7058 0.19
H -1.0030 1.2618 2.5360 0.20
H -2.4480 0.9410 1.6612 0.20
C 0.7041 0.5175 -1.8918 -0.65
C 1.7878 -0.4864 -1.4725 -0.62
H 1.0955 1.4035 -2.4425 0.23
H 0.2730 0.2014 -2.8654 0.21
H -0.1604 0.5999 -1.1925 0.22
H 1.6597 -0.6413 -0.4508 0.20
H 2.9610 -0.3021 -1.5569 0.21
H 1.7115 -1.4406 -2.0017 0.21

=====

Arrangement 2

16
Properties=species:S:1:pos:R:3:nbo_charge:R:1 method="wB97M-V/def2-TZVPD" spin_multiplicity=1 smiles=CC.CC homo_ev=-11.61 orbital_gap_ev=12.78
C 1.7420 -1.0552 -0.7381 -0.61
C 2.3995 -0.0401 0.1621 -0.61
H 0.6570 -0.9422 -0.7883 0.20
H 2.0553 -1.0691 -1.7815 0.20
H 1.8633 -2.0557 -0.3147 0.20
H 2.2729 1.0057 -0.1119 0.20
H 3.4805 -0.1935 0.2435 0.20
H 1.9868 -0.1191 1.1723 0.20
C -2.4358 1.0727 -0.1487 -0.61
C -1.7246 0.0426 0.7539 -0.61
H -3.3367 1.4328 0.3599 0.20
H -1.8393 1.9611 -0.3452 0.20
H -2.7386 0.6260 -1.0958 0.21
H -1.3297 -0.8169 0.2074 0.20
H -2.4788 -0.3652 1.4243 0.20
H -0.9357 0.4469 1.3859 0.21

=====

Most favorable structure: arrangement 2. The second most favorable one is 126.3 kJ/mol above it.

=====

Arrangement 1

16
Properties=species:S:1:pos:R:3:nbo_charge:R:1 method="wB97M-V/def2-TZVPD" spin_multiplicity=1 smiles=CC.CC homo_ev=-10.97 orbital_gap_ev=12.04
C -0.1764 -0.2957 -2.8495 -0.62
C 0.2768 -0.0460 -1.4639 -0.59
H 0.2859 -1.2859 -3.0744 0.21
H -1.2151 -0.3141 -3.0034 0.21
H 0.0612 0.5390 -3.6044 0.21
H 0.3439 1.1751 -1.1670 0.19
H 1.4182 -0.3379 -1.3734 0.20
H -0.1057 -0.6004 -0.7157 0.20
C 0.0008 0.9229 1.8073 -0.62
C -0.1502 -0.5791 2.4969 -0.62
H -0.9318 1.5458 2.1022 0.20
H 0.8947 1.4839 2.1386 0.21
H 0.0167 0.6898 0.7410 0.21
H 0.5161 -1.4070 2.0913 0.20
H -1.1503 -0.9819 2.3659 0.20
H 0.1603 -0.5195 3.5551 0.20

=====

Arrangement 2

16
Properties=species:S:1:pos:R:3:nbo_charge:R:1 method="wB97M-V/def2-TZVPD" spin_multiplicity=1 smiles=CC.CC homo_ev=-10.81 orbital_gap_ev=11.93
C 2.0613 -0.8963 0.8124 -0.65
C 2.2641 0.3790 0.0098 -0.64
H 1.6495 -0.7088 1.7687 0.21
H 1.4399 -1.9105 0.4726 0.21
H 2.8361 -1.7083 1.1008 0.22
H 3.2945 0.6760 -0.1662 0.22
H 1.7986 1.3030 0.4222 0.22
H 1.6612 0.2471 -0.9197 0.22
C -2.1808 1.1444 -0.2205 -0.60
C -2.0837 -0.4022 -0.6038 -0.60
H -1.2700 1.6175 -0.5061 0.20
H -2.9511 1.4419 -0.7914 0.20
H -2.4642 1.2178 0.8099 0.20
H -1.1534 -0.7507 -0.4538 0.20
H -2.1765 -0.5417 -1.5958 0.19
H -2.7255 -1.1084 -0.1391 0.20

=====

Most favorable structure: arrangement 1. The second most favorable one is 39.8 kJ/mol above it.